# 1
DFT (ωB97M-V/def2-TZVPD) results for a cluster of 2 separate species, C6H5BFIO8S in total.

Last column: Löwdin charge in e.
Geometry (Å):
1 C -0.718 -2.356 -3.088  -0.386
2 O -2.255 -1.832 -4.913  0.165
3 O -1.729 -0.281 -3.368  0.233
4 F 0.835 0.157 1.245  0.035
5 O -0.276 -1.604 -2.079  0.220
6 H 2.587 0.960 3.829  0.079
7 H 3.203 -0.250 2.734  0.096
8 C -1.672 -1.486 -3.934  -0.384
9 I -1.966 -0.759 3.674  0.699
10 O -0.429 -3.494 -3.289  0.159
11 O -1.642 0.068 -0.950  0.241
12 B -0.868 -0.263 -2.183  -0.865
13 H 1.063 -1.065 2.759  0.112
14 C 0.053 1.619 -1.257  -0.415
15 O 0.176 0.788 -2.271  0.243
16 O 0.744 2.565 -1.011  0.143
17 C -1.136 1.140 -0.401  -0.423
18 O -1.513 1.652 0.622  0.067
19 C 2.493 0.559 2.831  -0.045
20 H -0.655 1.791 2.826  -0.031
21 H 2.743 1.300 2.087  0.103
22 C 1.131 -0.007 2.531  -0.635
23 S -0.166 0.799 3.605  0.591

For the energy above the lowest of the compared OMol25 structures with the same formula, charge and spin, the calculation gives 0.00 kcal per mole. The HOMO energy is -0.33680 Eh.



# 2
DFT (ωB97M-V/def2-TZVPD) results for a structure of composition C33H25Br4FN5O8W.

Last column: Mulliken spin population.
Geometry (Å):
1 C 1.033 -0.012 -5.072  -0.002
2 C -1.026 -4.744 -0.071  0.017
3 C -0.805 -2.674 -1.242  0.056
4 O -1.548 1.496 0.950  0.056
5 H -0.841 -2.067 -2.136  -0.031
6 H -5.087 -0.945 -0.796  0.000
7 H -2.257 4.011 -5.417  0.000
8 C 3.793 0.040 -1.214  0.079
9 H 2.389 -2.115 0.848  0.007
10 C -0.427 2.048 -2.648  0.028
11 Br -2.144 4.058 5.493  0.000
12 C -1.514 4.036 -3.407  -0.001
13 Br -3.659 2.532 2.927  0.001
14 O 0.955 1.612 0.981  0.005
15 C 2.435 0.361 -1.205  -0.014
16 W -0.230 0.160 0.095  1.400
17 O -2.004 -0.031 -1.073  -0.006
18 H -0.033 3.442 -0.416  0.010
19 C -1.047 2.120 1.998  0.027
20 H 1.293 -1.038 -5.341  0.000
21 N -0.530 -2.034 -0.098  0.045
22 N 1.751 -0.511 -0.384  -0.022
23 C -1.053 -4.028 -1.266  -0.018
24 C -1.894 4.548 -0.432  0.002
25 H -4.770 0.794 -0.747  0.000
26 H -1.023 -0.512 -4.703  0.001
27 C -3.884 -1.214 -3.222  0.001
28 C -3.824 0.011 -5.324  0.000
29 H 2.088 1.955 -2.635  -0.016
30 H -1.269 -4.509 -2.210  0.000
31 H -4.320 1.964 -5.004  0.000
32 N -4.275 1.065 -4.552  0.000
33 C -0.168 -1.891 2.279  -0.019
34 H -1.234 -5.806 -0.066  0.001
35 H -0.017 -0.512 -3.263  0.019
36 H 4.844 -1.576 -0.108  -0.001
37 H -2.428 5.258 -1.065  0.000
38 C -0.853 3.358 -2.389  -0.009
39 C -0.733 -4.087 1.107  -0.008
40 C 0.368 2.195 2.012  0.040
41 C -0.216 0.023 -4.192  0.021
42 H -0.697 -4.576 2.069  0.001
43 C 0.260 3.383 4.108  0.009
44 C -0.476 -2.726 1.051  0.068
45 N -4.319 -0.103 -2.546  0.001
46 C -1.336 2.153 -4.875  0.000
47 C -4.467 1.113 -3.179  -0.001
48 H 0.034 4.947 -1.301  -0.001
49 O -0.046 -2.439 3.350  0.030
50 C -3.043 -0.428 -0.406  0.021
51 F -3.223 -2.294 -5.178  0.000
52 C -0.598 4.077 -1.092  0.003
53 C 1.639 1.290 -1.903  0.072
54 H -3.742 -2.107 -2.628  -0.002
55 C -0.677 1.429 -3.887  -0.011
56 Br 2.894 2.871 3.010  0.000
57 O -3.044 -0.959 0.685  0.006
58 C -1.752 3.451 -4.638  0.000
59 O -0.063 -0.638 2.000  0.025
60 C 2.665 -1.352 0.136  0.085
61 C -1.780 2.673 3.031  0.015
62 C -1.123 3.311 4.091  -0.005
63 H 1.887 0.426 -4.559  0.000
64 C 1.006 2.819 3.065  -0.006
65 H -1.527 1.681 -5.833  0.000
66 H -1.681 5.038 0.520  0.000
67 H -1.836 5.055 -3.228  0.000
68 O -4.765 2.145 -2.618  0.000
69 N 0.350 1.305 -1.700  0.045
70 C -4.390 -0.164 -1.096  0.000
71 H 4.566 0.547 -1.771  0.003
72 C 3.933 -1.054 -0.356  -0.028
73 Br 1.161 4.231 5.535  0.001
74 H -2.550 3.704 -0.233  -0.001
75 C -3.651 -1.201 -4.539  0.001
76 O -3.602 0.126 -6.511  0.000
77 H 0.874 0.550 -5.994  0.000

The spin multiplicity is 3. For the energy above the lowest of the compared OMol25 structures with the same formula, charge and spin, the calculation gives 6.03 kcal per mole. As for the net charge: -1. The HOMO energy (spin up / spin down) is -0.16568 / -0.18569 Eh.



So what do the calculations give for electronic energy? Going down the list: -45015.7211 -343178.7263 eV.
So what do the calculations give for F_max? Going down the list: 0.778 1.114 eV/A.